Record 1
This record from the OMol25 dataset describes a structure of composition AgCl5O20 at a distorted geometry. The level of theory is ωB97M-V/def2-TZVPD.

CARTESIAN COORDINATES (ANGSTROEM)
Ag 1.532919 -10.716411 -9.682340
Cl -0.417599 -12.960031 -6.995511
O -1.645506 -12.886074 -7.669378
O -0.613677 -13.065939 -5.643723
O 0.102410 -14.247761 -7.365161
O 0.493551 -12.008769 -7.374054
Cl 1.883290 -7.199833 -7.797349
O 0.628205 -6.654100 -7.403641
O 2.626710 -7.792982 -6.645314
O 1.831327 -8.336589 -8.743321
O 2.612502 -6.151349 -8.343006
Cl -2.247743 -10.259713 -10.883184
O -2.746903 -11.433126 -10.178086
O -3.364393 -9.333941 -10.919983
O -1.147417 -9.899847 -9.928987
O -1.459766 -10.340193 -12.039351
Cl 4.272359 -12.948918 -9.986993
O 4.807576 -11.729939 -9.649392
O 4.390797 -13.331072 -11.415170
O 4.928985 -13.812702 -9.153313
O 2.871076 -12.834398 -9.659922
Cl 2.249656 -10.603881 -13.354667
O 1.717550 -10.834433 -12.049433
O 2.620392 -11.891812 -13.736892
O 1.262879 -9.924450 -14.186451
O 3.394024 -9.837822 -13.392124

Forces on atoms 1 to 6 (eV/Å):
Ag 0.4915 -0.2779 0.1914
Cl -0.0670 -6.8228 -2.6922
O -2.8342 1.9919 -1.2619
O -0.9296 1.6000 5.6794
O 1.1681 -1.1832 -0.7796
O 2.5079 4.4670 -1.0284

The calculation puts the total energy at -3951.2689 Eh. The LUMO energy (spin up / spin down) is 6.2308 / 2.1958 eV. As for the HOMO-LUMO gap (spin up / spin down): 0.279 / 0.131 Eh. As for the molecular weight: 605.1 g/mol. Its spin multiplicity is 2. Its charge is -3.

***

Record 2
This record from the OMol25 dataset describes a structure of composition AgH8O6. The level of theory is ωB97M-V/def2-TZVPD.

CARTESIAN COORDINATES (ANGSTROEM)
Ag 0.503718 0.600149 -0.644021
O 0.175388 3.101439 2.401789
H -0.133822 2.745509 3.257499
O -1.234302 3.258179 -3.173651
H -1.935052 3.841599 -2.822821
O 0.820128 -1.758151 -4.143101
H 0.521368 -2.643451 -4.428611
O 4.496528 0.732579 -1.227371
H 5.004348 0.167299 -0.613281
O -3.478712 -0.051591 1.134139
H -3.569092 -0.698441 1.833879
H -3.747332 0.774969 1.535229
O 0.883628 -3.003601 2.131639
H 0.307958 -3.727171 1.884139
H 1.385248 -3.339311 2.874539

Forces on atoms 1 to 6 (eV/Å):
Ag -0.0566 0.8848 -0.1135
O -0.1827 -0.4969 0.3629
H 0.1828 0.1002 -0.5045
O -0.3683 0.1152 0.1899
H 0.4670 -0.4112 -0.0431
O -0.0742 -0.4363 -0.0243

The calculation puts the total energy at -602.8140 Eh. The LUMO energy (spin up / spin down) is 3.8797 / 2.5305 eV. The calculation puts the energy above the lowest of the compared OMol25 structures with the same formula, charge and spin at 4.490 eV. As for the HOMO-LUMO gap (spin up / spin down): 0.154 / 0.104 Eh. As for the molecular weight: 211.9 g/mol. Its spin multiplicity is 2. Its charge is -2.

***

Record 3
This record from the OMol25 dataset describes a structure of composition AlBH22O9 at a distorted geometry. The level of theory is ωB97M-V/def2-TZVPD.

CARTESIAN COORDINATES (ANGSTROEM)
Al 1.109790 -1.698120 3.573555
B -0.261602 0.129481 -0.528869
H 0.100866 -0.846599 -0.245759
H -1.070075 0.372613 0.143055
H 0.557873 0.820941 -0.408169
H -0.590832 0.160017 -1.555960
O -2.962873 -2.786315 -2.516825
H -2.115346 -3.085004 -2.846536
H -2.813882 -1.875768 -2.262009
O -3.536313 -0.787502 3.742169
H -4.336174 -0.865622 4.262144
H -3.815382 -0.352573 2.936453
O -1.966848 -4.441392 1.310407
H -2.328454 -4.214439 0.453684
H -2.585728 -5.076005 1.671652
O -3.061394 3.130905 -2.231548
H -2.426246 2.530807 -1.840769
H -3.349150 3.682730 -1.504284
O 1.602595 0.201160 -4.988447
H 1.286021 0.395689 -4.106300
H 0.965097 -0.419936 -5.340660
O 4.721668 1.096518 1.979290
H 4.778272 1.907244 2.485002
H 5.440403 1.155612 1.349874
O 2.541179 4.788064 -2.223445
H 2.011801 4.938315 -1.440234
H 2.636916 3.836784 -2.269535
O -0.450243 2.560675 4.507075
H -0.176088 3.266104 5.093105
H -1.344220 2.791903 4.254961
O 3.507478 -3.612840 -0.300025
H 3.652445 -4.536993 -0.502930
H 4.278445 -3.166454 -0.650122

Forces on atoms 1 to 6 (eV/Å):
Al -0.0712 -0.0106 0.0138
B -4.0385 -4.9406 1.4190
H 1.7068 -3.2620 0.8851
H -2.1663 2.0357 3.3495
H 4.0726 4.8081 -0.3550
H 0.3838 1.3739 -5.3601

The calculation puts the total energy at -956.5200 Eh. The LUMO energy is -14.3582 eV. The calculation puts the energy above the lowest of the compared OMol25 structures with the same formula, charge and spin at 4.686 eV. As for the HOMO-LUMO gap: 0.079 Eh. As for the molecular weight: 204.0 g/mol. Its spin multiplicity is 1. Its charge is +2.

***

Record 4
This record from the OMol25 dataset describes a structure of composition AlBrH3. The level of theory is ωB97M-V/def2-TZVPD.

CARTESIAN COORDINATES (ANGSTROEM)
Al -0.150429 -0.023239 -0.057097
Br 1.926213 0.828983 0.883528
H -1.453000 0.514314 0.715184
H -0.217096 0.283879 -1.639359
H -0.105687 -1.603937 0.097745

Cartesian forces, eV/Å:
Al -0.1517 -0.2232 -0.2340
Br -0.1717 0.0458 -0.0470
H 0.0624 0.2813 0.1423
H 0.1165 0.2633 -0.0161
H 0.1445 -0.3673 0.1548

The calculation puts the total energy at -2818.3347 Eh. The LUMO energy is 3.7947 eV. As for the HOMO-LUMO gap: 0.317 Eh. As for the molecular weight: 109.9 g/mol. Its spin multiplicity is 1. Its charge is -1.